[1]
89
Properties=species:S:1:pos:R:3:lowdin_charge:R:1 method="wB97M-V/def2-TZVPD" charge=+1 lumo_ha="-0.181 / -0.269" s2=2.008 e_homo_ev="-13.242 / -13.242" e_tot_ev=-82218.7392 orbital_gap_ev="8.3 / 5.9" relative_energy_kj_mol=0.00 spin_multiplicity=3
C -2.2680 2.9150 3.6946 -0.09
O 3.0029 3.1771 -0.4267 0.03
O 2.6485 0.4422 5.1117 0.07
C 0.1203 1.4930 0.4755 -0.32
C 0.0069 -4.3176 0.7679 -0.58
H 3.4585 -0.2691 2.7736 0.13
C 4.2643 -1.3316 -0.0658 -0.54
O -4.7068 -1.3715 -2.9730 0.07
H 1.0792 1.7359 5.1749 0.14
H -1.8318 -2.0337 0.9266 0.13
H -0.0500 -0.3947 3.7869 0.12
H 0.9433 -0.5890 -1.2991 0.11
C -6.2455 -3.0847 -2.5243 -0.08
H 4.0120 1.1205 -3.9717 0.15
H -1.7634 3.1470 -2.6918 0.13
C -0.9175 3.8394 -2.7745 -0.13
C -2.0741 -4.0016 -0.0596 -0.08
H 2.6758 -2.2999 -1.8245 0.11
H -1.5050 0.3090 -0.2297 0.07
C 3.2797 -0.3098 1.7009 -0.10
O 0.9297 -4.8287 1.2949 0.19
C 2.5839 -1.6517 1.4311 -0.09
H 1.5102 -1.4667 1.3919 0.10
H -2.0573 1.8869 0.3655 0.09
O 0.4732 2.9577 -4.3583 0.07
O 0.5450 2.3914 1.4229 -0.09
O 4.9299 -1.4395 -1.0461 0.17
H 3.6630 -0.0781 -2.7202 0.12
O 4.4396 -0.4174 0.9101 0.09
O 1.6320 -2.7860 -3.5909 0.10
O 3.4524 -1.4915 5.8630 0.18
H -0.2639 -0.1020 5.5488 0.12
C 0.7695 -1.2798 -2.1219 -0.10
C -1.3370 1.0834 0.5182 -0.04
H -3.8268 1.6077 2.9385 0.12
H -4.4733 3.0669 3.7632 0.13
H 5.8278 1.9710 -2.8576 0.14
H 1.5640 1.1647 3.5205 0.09
H -6.5719 -1.4274 -3.8439 0.13
C 5.1990 1.3513 -2.2150 -0.09
H -5.4378 -2.6316 -4.4948 0.13
H -3.0514 -4.1234 0.3980 0.14
C -4.5932 -1.7512 -1.6719 -0.58
H 1.1893 3.5333 -2.5229 0.11
C 3.5374 2.3961 -1.1737 -0.57
O -3.6279 1.4720 4.9058 0.07
H 1.2475 -3.3361 -1.6292 0.13
C -5.7571 -2.1036 -3.5987 -0.10
C -1.4187 -2.6564 0.1331 -0.13
C 1.4320 0.8959 4.5722 -0.13
O 0.9833 -0.6969 -3.4128 0.05
O -1.0686 4.5216 -4.0068 0.08
O -0.3300 4.1303 -6.0989 0.20
H -1.3998 -2.0341 -0.7598 0.08
C -0.2962 3.9271 -4.9361 -0.56
H 5.8459 0.5017 -2.0028 0.13
H -6.2295 -4.1658 -2.6386 0.14
H 2.7105 0.5604 1.3697 0.10
O -1.8242 2.7142 5.0407 0.05
H -1.6140 0.6273 1.4733 0.08
H 0.4191 1.9196 -0.4949 0.10
O -0.0631 -3.0004 0.4674 0.01
H 0.6857 0.5465 0.5617 0.12
O -2.2867 1.3163 6.7224 0.18
Pd 1.7623 4.1900 1.1059 0.86
O -1.1824 -4.9317 0.5977 0.08
O 1.3353 -1.3651 5.1070 0.08
C 0.3371 2.9958 -2.9374 -0.14
C 1.4478 -1.6357 -4.2529 -0.58
H 0.2122 1.9687 -2.6077 0.11
C -2.5434 1.7980 5.6696 -0.59
H -7.2575 -2.8112 -2.2179 0.13
O 3.1333 -2.0144 0.1749 0.05
H -2.2369 3.9810 3.4881 0.13
C 3.8941 0.9692 -2.9027 -0.05
H -0.9442 4.5159 -1.9232 0.13
C 0.4514 -0.2839 4.7494 -0.08
C 1.6777 -2.5239 -2.2120 -0.10
O -3.8650 -1.2225 -0.8914 0.14
C -3.6951 2.3074 3.7648 -0.10
H -0.2837 -1.5826 -2.0959 0.11
H -2.1061 -4.3165 -1.1030 0.14
O 1.6260 -1.4823 -5.4188 0.19
O -5.3743 -2.7903 -1.4289 0.07
H -1.5925 2.3805 3.0286 0.09
C 2.5529 -0.8547 5.4032 -0.59
O 2.9778 1.8853 -2.2636 0.08
O 4.7720 1.9823 -1.0201 0.12
H 2.7308 -2.4102 2.1973 0.15

=====

[2]
51
Properties=species:S:1:pos:R:3:lowdin_charge:R:1 method="wB97M-V/def2-TZVPD" charge=+1 lumo_ha=-0.122 e_homo_ev=-12.155 e_tot_ev=-76885.3342 orbital_gap_ev=8.8
O 2.1984 -1.8599 0.9466 -0.21
F 1.3299 -1.3521 -3.4804 0.24
H -4.8301 -1.5830 -2.9575 0.12
H -3.7908 -1.4263 -0.7135 0.11
C -2.4853 -1.9712 1.7194 -0.27
B 0.6888 -0.6260 -2.5713 -1.41
P -1.5014 -2.7425 0.4279 1.01
O 1.5198 -3.1263 -1.1056 -0.17
F -0.5669 -1.1812 -2.2152 0.04
C -0.6763 -4.2041 1.1065 -0.24
C -0.4249 -6.2663 2.2905 -0.04
C -2.6824 -0.3908 3.5095 -0.04
O -0.2344 -1.8122 0.2996 -0.45
H -0.8572 -7.1379 2.7601 0.12
C -4.0052 -2.2248 -2.6953 -0.04
C -3.4300 -2.1406 -1.4405 -0.07
C -3.7515 -2.4725 2.0070 -0.07
H -4.5093 -0.4664 4.6160 0.12
H 2.5965 -4.8159 1.7035 0.13
S 3.2960 1.5140 3.1053 1.06
Tl -0.5798 1.0131 -0.4053 1.12
C -1.9448 -0.9335 2.4726 -0.08
H 1.5872 -6.8204 2.7879 0.12
H -0.9532 -0.5682 2.2445 0.08
S 1.2914 -2.6325 0.1907 0.72
H -2.2718 0.4194 4.0921 0.12
C 3.1532 2.9115 2.1206 -0.37
H -4.1643 -3.2743 1.4129 0.12
H -1.0217 -4.5164 -1.8013 0.12
F 0.4051 0.6872 -2.9443 0.07
C 1.9226 0.8609 2.3134 -0.49
H 1.5615 -0.1187 2.5497 0.06
C -1.8699 -3.8939 -2.0528 -0.05
C -1.2523 -5.3260 1.6922 -0.03
H -3.9350 -3.1586 -4.6175 0.12
F 1.3980 -0.4963 -1.3311 -0.01
C -2.4571 -3.9665 -3.3021 -0.03
N 1.4063 1.6172 1.3966 -0.12
C -4.4745 -1.9306 3.0555 -0.05
C -2.3579 -2.9740 -1.1308 -0.29
C 2.0975 2.7805 1.2758 -0.25
C -3.9409 -0.8913 3.8029 -0.04
C 0.7003 -4.0403 1.1303 -0.24
H -2.3223 -5.4686 1.6807 0.12
H 3.8337 3.7318 2.2223 0.07
H 1.7826 3.5080 0.5510 0.11
C -3.5099 -3.1244 -3.6266 -0.03
C 0.9526 -6.0902 2.3097 -0.02
C 1.5289 -4.9729 1.7160 -0.01
H -2.0868 -4.6703 -4.0311 0.12
H -5.4542 -2.3134 3.2913 0.12

=====

[3]
109
Properties=species:S:1:pos:R:3:lowdin_charge:R:1 method="wB97M-V/def2-TZVPD" charge=+4 lumo_ha="-0.396 / -0.504" s2=6.045 e_homo_ev="-16.622 / -17.448" e_tot_ev=-116297.7934 orbital_gap_ev="5.8 / 3.7" spin_multiplicity=5
S 0.9443 -1.1150 -1.7848 0.80
H 6.4360 -2.5301 -2.0358 0.12
H 5.8651 7.0781 0.2011 0.15
C -4.2939 -0.5854 -1.1435 -0.34
H -6.0577 0.6507 -1.1832 0.12
C -4.4029 0.1382 3.2713 -0.04
O -1.7810 -2.9506 -2.3085 -0.40
H 3.3837 -4.9960 0.9701 0.11
C -1.9787 1.3936 2.7105 -0.11
C 0.7840 -0.3049 3.7745 -0.06
Pd -0.8708 -0.0952 -0.6691 0.21
H 3.8550 -1.9432 2.0832 0.11
C -4.2009 1.4679 3.6228 -0.04
C -1.4189 1.5264 -5.1727 -0.04
H -4.1941 3.0294 -3.3150 0.12
P -0.8622 -0.8804 1.5687 1.03
H -6.7372 -3.4887 -0.3647 0.14
C 2.3096 -0.2105 -1.3461 -0.60
C 6.2804 -3.9230 -0.4159 -0.04
C 5.7634 -3.0364 -1.3517 -0.04
H -1.7260 -6.4775 1.2271 0.13
H -4.3204 -3.9316 -0.5180 0.12
C -1.7266 -3.2317 0.3248 -0.37
C -2.1602 0.0415 2.3910 -0.36
H 5.8263 -5.3113 1.1518 0.12
C -1.8668 -4.6049 0.1980 -0.04
C -6.0541 -2.6752 -0.5688 0.00
C -1.6205 -5.4039 1.3061 0.00
H 4.1836 4.2498 2.9464 0.14
H -0.0824 0.1029 4.2765 0.11
H 4.4840 -0.0186 0.8045 0.13
H 3.8057 3.6288 -1.3134 0.13
C -4.6902 -2.9255 -0.6612 -0.02
H -1.0437 1.8912 2.4808 0.10
C 3.1688 2.5539 1.1396 -0.10
N 3.5189 -0.5694 -1.6948 -0.06
C -5.6657 -0.3449 -1.0256 -0.03
P -3.2428 0.7742 -1.6753 1.13
H 4.0275 -1.0536 4.3948 0.12
H -5.3421 -0.3471 3.4991 0.13
H 5.5543 -0.4415 -1.3448 0.13
H 4.5349 -1.5702 -3.2035 0.15
C -4.3813 3.2334 -2.2695 -0.05
C -3.0634 -0.4854 -4.1374 -0.05
H -1.4621 0.3754 -6.9839 0.13
C 1.9930 -0.3863 4.4551 -0.04
C -3.3884 -0.5773 2.6547 -0.07
H 4.8414 1.0068 -2.0792 0.15
C 2.1515 1.0757 -0.5147 -0.64
C 4.8619 5.3847 -0.7170 0.04
H -3.7130 -1.2567 -3.7465 0.11
C 4.3867 4.5933 1.9397 0.05
C -1.2317 -4.8314 2.5114 -0.01
H 2.9082 -2.1869 -2.8953 0.10
N 3.2391 1.5185 0.1158 -0.10
H 1.7357 -1.7853 0.8612 0.07
H -3.9772 1.8595 0.8368 0.08
C 5.4247 -4.6105 0.4328 -0.05
H -1.5575 2.4576 -3.2519 0.11
C -1.8538 1.6156 -3.8672 -0.10
C 3.1007 -0.9573 3.8443 -0.04
H 2.0581 -0.0336 5.4755 0.12
C 3.0089 -1.4467 2.5444 -0.07
C -3.8157 -1.8853 -0.9311 -0.35
H -2.9075 -1.3977 -6.0634 0.13
S 0.6761 1.8539 -0.4550 0.76
C -1.0426 -3.4598 2.6100 -0.04
C -2.9930 2.0959 3.3368 -0.06
C 4.3890 -2.8397 -1.4469 -0.22
H 2.1168 2.8369 1.2815 0.11
C -1.7998 0.4387 -5.9579 -0.01
C 4.0493 -4.4273 0.3343 -0.06
C -1.2835 -2.6390 1.5104 -0.34
H -5.8621 5.5318 -0.2827 0.13
C -5.0489 4.3857 -1.9009 -0.03
H 5.0615 5.7426 -1.7181 0.14
H 5.4431 6.3558 2.5367 0.14
H -3.5429 -1.6209 2.4078 0.11
H -2.1459 -5.0382 -0.7544 0.13
H -5.3700 5.0881 -2.6576 0.13
H 7.3471 -4.0934 -0.3655 0.12
C -2.7027 0.6175 -3.3469 -0.37
C 0.6914 -0.7839 2.4678 -0.35
C -4.2736 2.5734 0.0743 -0.08
C -4.0006 2.3143 -1.2793 -0.36
C -2.6136 -0.5641 -5.4410 -0.02
C -4.9405 3.7286 0.4267 -0.04
C 5.0766 5.7483 1.7204 0.03
C 4.6937 0.2243 -1.3302 -0.07
H -7.5982 -1.1900 -0.6589 0.13
C -6.5374 -1.3862 -0.7367 0.00
H -1.0487 -5.4605 3.3717 0.13
H -5.1676 3.9310 1.4642 0.12
C 4.5077 0.7781 0.0551 -0.07
C 3.5305 -3.5507 -0.6062 -0.05
H -0.6865 -3.0347 3.5404 0.13
H -2.8450 3.1316 3.6108 0.12
H -0.7919 2.3016 -5.5907 0.12
C 3.9338 3.8032 0.8382 -0.09
C -5.3282 4.6324 -0.5595 -0.01
C 4.1766 4.2268 -0.4912 0.03
C 3.8255 -1.8441 -2.4218 -0.07
H -4.9864 2.0157 4.1264 0.13
S -2.0696 -2.2063 -1.0834 0.82
H 2.4571 -3.4488 -0.7182 0.09
C 1.8122 -1.3542 1.8539 -0.10
H 5.3146 1.4676 0.2992 0.15
H 3.5087 2.1193 2.0861 0.16
C 5.3234 6.1588 0.3892 0.11